Arrangement a

A cluster of 10 separate species, C16H52O10 in total. Source: the Open Molecules 2025 dataset; level of theory: ωB97M-V with the def2-TZVPD basis set.

Computed properties:
SMILES: CC(C)O.CC(C)O.CC(C)O.CC(C)O.CC(C)O.CO.O.O.O.O
Gap between HOMO and LUMO, Eh: 0.38473
Multiplicity: 1
E_HOMO, eV: -9.995

Positions of all 78 atoms, in Å:
C1 -4.996 -0.226 -1.183
O1 -4.296 0.501 -0.186
H1 -4.956 0.347 -2.108
H2 -4.571 -1.210 -1.391
H3 -6.035 -0.392 -0.890
H4 -3.859 -0.124 0.406
C2 0.181 2.983 2.865
C3 -1.109 2.174 2.820
C4 -0.904 0.679 2.991
O2 -1.992 2.582 3.882
H5 0.927 2.520 2.213
H6 0.564 2.994 3.885
H7 0.017 3.992 2.489
H8 -1.630 2.334 1.869
H9 -1.877 0.203 3.094
H10 -0.311 0.477 3.884
H11 -0.387 0.301 2.108
H12 -2.088 3.538 3.837
C5 -0.916 -0.888 -1.141
C6 0.517 -0.646 -0.769
C7 1.135 -1.781 0.053
O3 1.287 -0.407 -1.950
H13 -1.463 -1.079 -0.210
H14 -1.045 -1.763 -1.778
H15 -1.392 -0.005 -1.566
H16 0.583 0.226 -0.100
H17 2.220 -1.687 0.142
H18 0.926 -2.752 -0.408
H19 0.746 -1.794 1.074
H20 2.212 -0.351 -1.680
C8 -2.539 -3.086 3.113
C9 -3.758 -2.721 2.267
C10 -4.609 -1.636 2.863
O4 -3.339 -2.273 0.966
H21 -2.827 -3.392 4.118
H22 -1.859 -2.236 3.168
H23 -2.017 -3.916 2.633
H24 -4.323 -3.649 2.114
H25 -4.853 -1.854 3.905
H26 -5.521 -1.458 2.298
H27 -4.043 -0.701 2.934
H28 -2.995 -3.021 0.470
C11 2.802 0.236 3.302
C12 4.087 1.054 3.289
C13 5.304 0.155 3.158
O5 3.981 1.832 2.049
H29 2.870 -0.645 3.949
H30 2.453 -0.052 2.316
H31 2.025 0.814 3.812
H32 4.175 1.777 4.095
H33 5.540 -0.386 4.077
H34 6.192 0.720 2.861
H35 5.167 -0.586 2.369
H36 4.291 2.723 2.236
C14 2.109 -1.921 -6.762
C15 1.676 -0.814 -5.812
C16 2.856 -0.155 -5.130
O6 0.983 0.205 -6.535
H37 2.610 -1.437 -7.607
H38 1.250 -2.452 -7.179
H39 2.808 -2.638 -6.338
H40 1.027 -1.207 -5.018
H41 2.628 0.383 -4.211
H42 3.385 0.503 -5.825
H43 3.619 -0.885 -4.837
H44 0.314 -0.203 -7.093
O7 3.001 1.809 -0.611
H45 3.350 1.650 0.276
H46 2.042 1.862 -0.486
O8 -0.370 1.067 -3.875
H47 0.148 0.822 -4.649
H48 0.072 0.621 -3.139
O9 -2.236 2.300 -0.434
H49 -2.551 3.086 0.020
H50 -2.990 1.680 -0.440
O10 0.382 2.681 -1.414
H51 -0.499 2.302 -1.276
H52 0.695 2.294 -2.240

---

Arrangement b

A cluster of 10 separate species, C16H52O10 in total. Source: the Open Molecules 2025 dataset; level of theory: ωB97M-V with the def2-TZVPD basis set.

Computed properties:
SMILES: CC(C)O.CC(C)O.CC(C)O.CO.CO.CO.CO.CO.CO.CO
Gap between HOMO and LUMO, Eh: 0.36202
Multiplicity: 1
E_HOMO, eV: -9.498

Positions of all 78 atoms, in Å:
C1 15.421 7.980 13.106
O1 14.515 8.869 12.478
H1 14.948 6.984 13.324
H2 16.184 7.890 12.330
H3 15.737 8.284 14.098
H4 13.612 8.533 12.723
C2 10.984 4.932 10.888
O2 10.942 6.322 11.021
H5 11.905 4.534 11.288
H6 10.141 4.458 11.476
H7 10.979 4.717 9.817
H8 10.017 6.579 10.892
C3 12.199 12.048 16.614
O3 11.084 12.046 15.781
H9 12.533 13.093 16.825
H10 12.061 11.501 17.612
H11 13.063 11.520 16.196
H12 11.399 12.081 14.844
C4 12.622 13.333 12.775
O4 12.419 12.002 13.228
H13 11.972 14.027 13.350
H14 13.632 13.584 12.952
H15 12.312 13.443 11.737
H16 13.329 11.610 13.158
C5 16.029 11.618 12.520
O5 15.262 11.296 13.678
H17 16.747 10.782 12.357
H18 15.463 11.710 11.616
H19 16.503 12.597 12.771
H20 15.019 10.416 13.434
C6 9.266 10.019 8.563
O6 8.695 10.861 9.539
H21 10.008 10.464 7.954
H22 9.582 9.104 9.064
H23 8.423 9.641 7.971
H24 9.366 11.108 10.172
C7 7.033 7.194 11.209
O7 7.723 6.033 11.792
H25 6.070 7.442 11.698
H26 7.695 8.040 11.374
H27 6.872 7.044 10.171
H28 7.160 5.223 11.681
C8 10.308 9.317 12.484
C9 10.895 8.495 13.637
C10 9.896 7.480 14.145
O8 12.014 7.784 13.101
H29 9.579 10.010 12.986
H30 9.714 8.583 11.885
H31 11.131 9.852 12.010
H32 11.359 9.105 14.389
H33 9.379 6.917 13.351
H34 9.157 7.942 14.807
H35 10.433 6.671 14.700
H36 11.661 7.118 12.449
C11 10.153 16.188 9.380
C12 9.384 15.518 10.448
C13 9.155 14.002 10.154
O9 10.148 15.672 11.595
H37 11.085 15.655 9.174
H38 10.448 17.176 9.653
H39 9.665 16.259 8.398
H40 8.413 15.941 10.479
H41 8.925 13.416 11.067
H42 10.090 13.517 9.817
H43 8.311 13.922 9.457
H44 9.624 15.486 12.430
C14 6.008 10.004 16.090
C15 5.471 10.063 14.644
C16 5.671 11.359 13.941
O10 6.190 9.192 13.774
H45 7.077 10.158 16.134
H46 5.750 9.049 16.518
H47 5.522 10.745 16.699
H48 4.417 9.725 14.708
H49 6.492 11.205 13.209
H50 5.750 12.211 14.615
H51 4.839 11.665 13.356
H52 6.245 8.338 14.148

---

Question: which arrangement is favored energetically? Ranking from most to least stable: arrangement a, arrangement b.